Entry 1:
C6H13NO | ωB97M-V/def2-TZVPD

Lowest unoccupied orbital energy (alpha / beta)   -3.20 / -8.55 eV
HOMO level (alpha / beta)   -15.90 / -15.64 eV
Molecular weight   115.18 g mol⁻¹
Net charge   +1
Spin multiplicity   2

```
21
C6H13NO ωB97M-V/def2-TZVPD
C 1.72867 -2.31635 1.62499
C 1.08444 -0.93055 1.51157
N 0.74161 -0.51267 0.25819
C -2.47947 1.18958 -0.75722
C -1.24950 0.20590 -0.85867
C 0.00113 0.68763 -0.19220
C 1.02680 1.45596 -0.97567
O 0.82277 -0.18003 2.40970
H 1.56300 -2.62686 2.71158
H 0.82911 -2.80946 1.11393
H 2.76729 -2.54043 1.32048
H 0.91423 -1.21791 -0.50358
H -2.31240 2.07147 -1.32902
H -2.87404 1.47831 0.26076
H -3.32952 0.78248 -1.30190
H -1.51184 -0.72017 -0.39924
H -1.04948 -0.00716 -1.94790
H -0.38154 1.17308 0.78548
H 0.52561 1.70938 -1.96718
H 1.93632 0.90895 -1.45798
H 1.24683 2.19886 -0.30612
```

Mulliken atomic charge list, values in e, 2 entries: -1.00, 0.67

***

Entry 2:
CH2IOP | ωB97M-V/def2-TZVPD

Lowest unoccupied orbital energy (alpha / beta)   -1.25 / -1.25 eV
HOMO level (alpha / beta)   -9.53 / -9.53 eV
Molecular weight   187.90 g mol⁻¹
Net charge   0

```
6
CH2IOP ωB97M-V/def2-TZVPD
C 0.83117 0.23383 -0.34112
O 1.65587 -0.57372 -0.71012
P -0.42418 0.08383 0.98177
I -1.40000 -2.11904 0.85205
H 0.96825 1.24929 -0.37488
H -1.63111 1.12580 -0.40770
```

Mulliken atomic charge list, values in e, 2 entries: -0.03, -0.40

***

Entry 3:
C14H23F5O8P4Ru | ωB97M-V/def2-TZVPD

Lowest unoccupied orbital energy (alpha / beta)   -3.07 / -4.35 eV
HOMO level (alpha / beta)   -11.20 / -11.20 eV
Molecular weight   639.29 g mol⁻¹
Net charge   +1
Spin multiplicity   2

```
55
C14H23F5O8P4Ru ωB97M-V/def2-TZVPD
Ru 0.26822 -0.28144 0.02558
C 1.77656 -0.66126 3.11327
P 0.19528 -0.45833 2.27822
C -0.62478 0.94154 3.07756
C -0.82213 -1.91163 2.73396
C -1.96426 -2.02141 1.71475
P -1.17767 -2.00882 0.06587
C -0.45786 -3.64750 -0.15665
C -2.50008 -1.84406 -1.14440
H 1.58599 -0.90179 4.16062
H 2.35862 0.25816 3.05307
H 2.34687 -1.45427 2.63617
H -0.68001 0.75927 4.15175
H -1.62883 1.06746 2.67513
H -0.06241 1.85666 2.89896
H -1.16851 -1.82556 3.76473
H -0.17314 -2.78954 2.68341
H -2.61495 -1.14350 1.74819
H -2.58580 -2.90392 1.86862
H -1.25276 -4.39128 -0.08203
H 0.30218 -3.84682 0.59791
H 0.00776 -3.70175 -1.13654
H -3.25700 -2.60734 -0.95541
H -2.09805 -1.97453 -2.14701
H -2.94063 -0.85377 -1.05638
C 3.74999 -1.51963 -2.61319
C 2.91631 -0.27688 -2.29628
O 3.36416 0.88042 -2.99824
P 1.20973 -0.49945 -2.86265
O 1.20643 -0.62136 -4.43442
O 0.44610 0.86933 -2.65204
O 0.49899 -1.54795 -2.07813
P 3.02505 0.07282 -0.48228
O 1.98716 1.33253 -0.32344
O 4.40843 0.42657 -0.16225
O 2.21652 -1.00145 0.25489
H 3.88329 -1.61207 -3.69203
H 3.27865 -2.42183 -2.22102
H 4.73455 -1.42438 -2.15425
H 4.25039 1.10353 -2.67737
H 1.57923 -1.42390 -4.81791
H 0.88248 1.64640 -3.03079
H 2.38860 2.12791 0.04842
F -3.47405 5.85536 0.35997
C -2.94834 4.63894 0.28551
C -1.65697 4.40525 0.71846
F -0.93159 5.39543 1.23015
C -1.11000 3.13580 0.63323
F 0.12836 2.95871 1.13113
C -1.82389 2.05227 0.12292
O -1.39605 0.79878 0.03061
C -3.13751 2.31798 -0.28221
F -3.88102 1.31460 -0.76248
C -3.69119 3.58097 -0.21572
F -4.93640 3.78073 -0.62792
```

Mulliken atomic charge list, values in e, 2 entries: 1.07, -1.41

***

Entry 4:
C3H9P | ωB97M-V/def2-TZVPD

Lowest unoccupied orbital energy (alpha / beta)   -0.17 / 0.32 eV
HOMO level (alpha / beta)   -7.38 / -7.08 eV
Molecular weight   76.08 g mol⁻¹
Net charge   0

```
13
C3H9P ωB97M-V/def2-TZVPD
C 2.60416 0.09287 0.25124
C -2.38067 0.46962 0.63830
C -1.52416 -0.00409 -0.51052
P 0.36561 0.15242 -0.24586
H 2.85990 1.18606 0.24709
H 2.77743 -0.47623 1.15520
H 2.92488 -0.30111 -0.69992
H -3.39024 0.40356 0.44429
H -1.85875 1.35966 0.96722
H -2.10242 -0.27433 1.48332
H -1.93960 -0.77758 -1.08733
H 0.46986 1.49658 0.19642
H 0.69377 -0.00158 -1.54606
```

Mulliken atomic charge list, values in e, 2 entries: -1.07, -0.98

***

Among the records above, which one has the highest molecular weight?
C14H23F5O8P4Ru

***

Among the records above, which one has the lowest molecular weight?
C3H9P

***

net charge of number 2 (CH2IOP)?
0